{"formula": "C17H27FGaN3O2P", "method": "the ωB97M-V functional and the def2-TZVPD basis", "e_tot_ev": -91005.0871, "total_charge": 1, "homo_ha": -0.3252, "gap_ev": 2.79, "elements": ["C", "C", "O", "N", "C", "Ga", "C", "C", "F", "P", "O", "H", "H", "H", "H", "H", "H", "H", "H", "H", "H", "H", "H", "H", "C", "N", "C", "C", "C", "C", "C", "C", "C", "C", "N", "C", "C", "C", "H", "H", "H", "H", "H", "H", "H", "H", "H", "H", "H", "H", "H", "H"], "xyz": [[2.33, -6.21, -0.82], [2.96, -5.66, -2.07], [3.87, -6.24, -2.59], [2.39, -4.54, -2.59], [2.91, -4.21, -3.91], [2.34, -3.02, -1.41], [4.09, -2.01, -1.20], [4.13, -0.62, -1.83], [5.01, -0.60, -2.87], [0.57, -1.63, -2.13], [0.51, -1.48, -3.62], [2.35, -7.28, -0.87], [1.29, -5.91, -0.79], [2.82, -5.84, 0.07], [2.55, -4.93, -4.62], [2.57, -3.23, -4.21], [4.00, -4.23, -3.97], [1.91, -3.56, 0.06], [4.21, -1.86, -0.14], [4.95, -2.55, -1.56], [3.16, -0.28, -2.19], [4.49, 0.10, -1.11], [-0.69, -2.12, -1.63], [0.71, -0.30, -1.56], [-5.53, 6.60, 2.00], [-4.54, 5.49, 1.92], [-4.15, 4.89, 3.05], [-3.27, 3.84, 3.03], [-2.78, 3.38, 1.81], [-3.19, 4.03, 0.65], [-4.07, 5.08, 0.73], [-1.86, 2.22, 1.72], [-2.21, 1.11, 0.96], [-1.33, 0.05, 0.85], [-0.14, 0.09, 1.46], [0.22, 1.14, 2.22], [-0.63, 2.21, 2.37], [0.81, -1.03, 1.27], [-5.12, 7.38, 2.64], [-6.45, 6.21, 2.40], [-5.70, 7.00, 1.00], [-4.56, 5.28, 3.98], [-2.98, 3.38, 3.96], [-2.83, 3.73, -0.33], [-4.42, 5.61, -0.15], [-3.16, 1.05, 0.45], [-1.55, -0.82, 0.26], [1.19, 1.10, 2.69], [-0.31, 3.05, 2.97], [1.09, -1.44, 2.23], [1.68, -0.63, 0.75], [0.34, -1.79, 0.66]]}